No. 1
Computed, not measured: one molecule with the formula C7H13NO in a non-equilibrium geometry, with ωB97M-V/def2-TZVPD.

As for the structure (SMILES): C=C1C[C@]1(C)N(C)OC. The gap between HOMO and LUMO is 9.3580 eV.

Each line ends with the Löwdin charge.
CARTESIAN COORDINATES (ANGSTROEM)
C 1.355 0.543 1.189  -0.03
O -0.831 1.415 -0.102  -0.25
H -2.901 1.378 -0.233  0.08
H 2.279 0.219 1.652  0.11
H -0.312 -1.425 2.910  0.06
N 0.213 0.717 -1.059  -0.01
H 2.470 -1.578 0.046  0.09
H 1.130 1.589 1.361  0.11
H -2.134 2.636 0.762  0.09
C -2.091 1.580 0.476  -0.12
H -1.114 -0.845 -1.676  0.10
C -0.428 -1.320 1.839  0.05
C 0.976 -0.058 -0.155  -0.43
H -1.186 0.691 -2.587  0.09
H -0.976 -2.104 1.337  0.06
C -0.528 -0.006 -2.072  -0.07
C 0.230 -0.393 1.175  -0.22
C 1.890 -1.106 -0.746  -0.01
H 2.566 -0.639 -1.464  0.09
H 0.187 -0.385 -2.805  0.09
H -2.132 0.991 1.399  0.07
H 1.337 -1.900 -1.246  0.08


No. 2
Computed, not measured: C35H38GeN11O5PRuS as an isolated structure in a non-equilibrium geometry, with ωB97M-V/def2-TZVPD.

The gap between HOMO and LUMO (spin up / spin down) is 5.0533 / 5.0630 eV.

Each line ends with the Löwdin charge.
CARTESIAN COORDINATES (ANGSTROEM)
C 4.248 -1.702 -1.576  -0.19
C -3.926 0.015 2.224  -0.15
N 3.256 -2.253 -2.483  -0.15
H -5.815 0.614 -2.810  0.10
N 0.458 1.346 2.142  0.01
C -4.663 2.026 3.307  -0.09
C -4.380 1.973 0.929  -0.11
H -1.360 -8.729 -5.349  0.11
C -1.332 -2.645 -2.861  -0.06
C -4.004 0.636 0.983  -0.28
C -1.573 -6.881 -4.255  0.01
C -2.717 1.852 -2.327  -0.14
H -6.118 -5.463 -1.953  0.12
N 2.422 -3.610 -0.656  -0.15
N -2.307 -7.219 -2.035  0.15
O 0.724 1.876 -2.250  -0.03
H -3.613 -1.019 2.289  0.10
H -2.743 -3.087 0.099  0.13
H -2.830 -5.424 -0.725  0.13
H -3.805 3.772 -4.870  0.10
N -1.870 -2.333 -1.636  -0.17
N 1.159 2.410 -1.172  -0.38
H -4.943 2.554 4.205  0.10
H 2.428 -0.394 -2.965  0.09
C -5.341 -3.633 -2.748  -0.08
H 2.032 3.785 0.696  0.09
O -2.179 -8.881 0.227  -0.37
H 0.404 1.754 3.072  0.15
H -6.212 -4.626 0.359  0.11
C 2.713 -0.736 -0.007  -0.32
C -4.928 2.212 -3.936  -0.08
C -2.696 2.832 -3.300  -0.08
O -4.340 -8.981 -0.940  -0.37
C -5.376 -2.720 -0.135  -0.12
H 2.105 -3.985 -2.680  0.13
H 2.156 3.304 2.342  0.12
N -0.606 0.488 1.766  0.01
C -4.708 2.667 2.081  -0.08
C -4.872 -2.367 -2.451  -0.13
C -2.422 -4.634 -1.332  0.04
O -2.727 -10.821 -1.161  -0.35
C 2.108 -1.384 -2.620  -0.30
H 2.445 -0.699 1.056  0.08
H 0.415 -3.504 -1.124  0.07
H -1.829 1.709 -1.667  0.04
H 4.328 -3.655 0.151  0.13
H -0.450 -0.429 2.180  0.10
Ge -3.719 -0.342 -0.743  1.03
N 0.626 1.867 -0.084  -0.04
H 3.064 0.258 -0.310  0.08
N -1.991 -9.077 -3.428  0.15
C -5.846 -3.987 -0.430  -0.07
C -1.889 -1.041 -1.226  -0.43
H -5.311 -3.992 -3.766  0.11
H 5.149 -2.322 -1.631  0.13
C 2.888 -3.584 -2.032  -0.18
C -2.304 -8.473 -2.317  -0.38
H 3.070 -3.018 1.232  0.13
H -5.014 3.701 2.020  0.11
C 0.916 2.213 1.150  -0.34
H -5.789 2.343 -4.574  0.10
H -4.215 0.209 4.339  0.10
C -3.833 1.047 -2.142  -0.30
H -1.289 -6.239 -5.073  0.10
H -4.488 -1.733 -3.242  0.10
C -5.802 -4.456 -1.733  -0.06
C -4.942 1.237 -2.954  -0.10
C -1.618 -8.248 -4.415  -0.10
H -1.524 0.836 2.059  0.08
P 1.192 -1.161 -1.008  0.94
C -1.921 -6.348 -2.995  -0.21
C -1.347 -3.911 -3.356  0.02
C -4.260 0.703 3.379  -0.09
S -2.967 -9.437 -0.849  0.40
H -0.944 -1.793 -3.405  0.13
N 3.799 -1.675 -0.193  -0.16
H 1.429 -1.799 -3.370  0.08
Ru -0.577 0.321 -0.870  0.65
H -1.819 3.444 -3.443  0.10
O 2.008 3.326 -1.128  0.04
C -3.810 3.009 -4.107  -0.08
H -5.379 -2.361 0.887  0.10
C 3.433 -3.026 0.202  -0.19
H 0.814 -3.030 0.533  0.10
C -4.866 -1.907 -1.139  -0.30
C 1.140 -2.963 -0.511  -0.29
N 1.592 3.345 1.508  0.20
H 3.774 -4.221 -2.097  0.13
H -0.923 -4.091 -4.330  0.12
C -1.901 -4.973 -2.605  -0.11
H 4.498 -0.685 -1.888  0.13
C -2.389 -3.359 -0.882  -0.05
H -4.431 2.473 -0.029  0.09


No. 3
Computed, not measured: CHCuLiO3 as an isolated structure in a non-equilibrium geometry, with ωB97M-V/def2-TZVPD.

Its total charge is -1. The gap between HOMO and LUMO (spin up / spin down) is 5.9140 / 5.9131 eV.

Each line ends with the Löwdin charge.
CARTESIAN COORDINATES (ANGSTROEM)
Li -0.352 -2.082 0.751  0.60
O 2.112 -2.970 1.443  -0.32
O -2.112 -2.221 0.600  -0.64
O 3.201 -1.085 1.498  -0.27
C 2.067 -1.678 1.667  -0.59
H -2.723 -2.957 0.566  -0.16
Cu 4.208 -2.930 1.394  0.39


No. 4
Computed, not measured: a 2-piece molecular cluster, C3H9O overall, with ωB97M-V/def2-TZVPD.

Its total charge is -1. The gap between HOMO and LUMO is 6.5221 eV.

Each line ends with the Löwdin charge.
CARTESIAN COORDINATES (ANGSTROEM)
O -2.507 0.276 0.076  -0.62
H 1.430 0.926 -1.854  0.05
H 2.546 0.086 -0.786  0.05
H 1.662 1.521 -0.224  0.06
H 0.299 -1.127 -0.969  0.10
C 0.691 -0.745 1.090  -0.15
H -0.123 -1.381 1.448  0.06
H -0.507 0.277 -0.360  0.04
C 0.444 -0.253 -0.329  -0.34
H -3.333 0.716 -0.169  -0.22
H 1.617 -1.319 1.165  0.05
H 0.745 0.083 1.799  0.06
C 1.589 0.610 -0.825  -0.15


No. 5
Computed, not measured: a 3-piece molecular cluster, C3H12O3S2 overall in a non-equilibrium geometry, with ωB97M-V/def2-TZVPD.

As for the structure (SMILES): OCCCSS.O.O. The gap between HOMO and LUMO is 9.9055 eV.

Each line ends with the Löwdin charge.
CARTESIAN COORDINATES (ANGSTROEM)
H 0.897 2.178 1.516  0.12
H 0.976 -0.443 1.235  0.07
O -0.109 -0.285 -0.454  -0.09
H -0.594 0.367 1.439  0.12
S 3.440 0.346 0.915  0.43
C 0.296 0.281 0.820  -0.26
H -5.862 -1.527 -0.344  0.03
S 5.088 0.127 -0.269  0.32
H 0.398 2.243 -0.015  0.12
O -2.435 -2.045 -1.384  -0.07
H 0.445 -1.043 -0.674  0.09
O -6.683 -2.001 -0.135  -0.07
C 2.420 1.555 0.026  -0.54
H -1.630 -1.652 -1.743  0.01
H 2.387 1.360 -1.037  0.07
H -6.365 -2.888 -0.382  0.04
H 5.844 1.122 0.211  -0.20
H 2.843 2.538 0.126  0.07
C 1.012 1.578 0.598  -0.28
H -2.368 -1.813 -0.450  0.02